No. 1
Entry from the OMol25 dataset: FeH32O24S2 as an isolated structure in a non-equilibrium geometry (wB97M-V/def2-TZVPD).

ORCA input file:
```
! RIJCOSX wB97M-V def2-TZVPD def2/J DEFGRID3
* xyz -1 6
Fe 11.0250 -26.3780 -3.8660
S 9.8410 -23.3640 -4.4940
O 10.8200 -22.6820 -5.2470
O 10.4730 -24.6380 -4.1680
O 9.7000 -22.6330 -3.3020
O 8.6740 -23.6270 -5.2370
S 14.0520 -25.2660 -3.4990
O 14.3070 -24.8540 -4.8260
O 15.0740 -26.1250 -2.9790
O 13.7180 -24.1970 -2.6130
O 12.7950 -25.9910 -3.4710
O 12.2010 -22.2550 -2.2510
H 11.3230 -22.3000 -2.5850
H 12.7270 -23.1160 -2.3570
O 9.2480 -22.7480 -0.6740
H 9.3650 -22.7430 -1.6260
H 9.3470 -23.6550 -0.3170
O 8.7290 -26.3610 -6.9660
H 8.0790 -25.6770 -6.6310
H 9.4550 -25.9170 -7.3700
O 6.7270 -25.1790 -5.0030
H 6.1780 -25.4180 -5.7340
H 7.3950 -24.4710 -5.2180
O 12.6490 -23.8510 -6.4470
H 11.9730 -23.2570 -6.1090
H 13.2990 -24.1250 -5.7960
O 7.3750 -23.1950 -7.3550
H 7.7870 -23.4810 -6.5600
H 8.0450 -23.1510 -8.0400
O 10.3560 -26.4100 -2.0110
H 11.0040 -26.1650 -1.3170
H 9.4360 -26.4860 -1.6680
O 7.0240 -21.1810 -4.9710
H 6.1210 -21.0550 -5.0670
H 7.2950 -21.6740 -5.6950
O 7.8830 -24.9990 -2.6550
H 7.2580 -24.8710 -1.8980
H 7.4360 -25.1850 -3.4940
O 6.6990 -22.5870 -2.6750
H 6.9440 -22.2920 -3.5470
H 7.2280 -23.4010 -2.6710
O 10.8530 -21.5960 -7.4310
H 11.6880 -21.1240 -7.2680
H 10.6790 -21.9240 -6.5380
O 11.5550 -26.7470 -5.8800
H 11.9530 -27.5440 -6.1220
H 11.9620 -26.0750 -6.4330
O 11.6510 -19.0610 -5.9340
H 11.6210 -19.7930 -5.2900
H 10.6960 -18.9460 -6.1050
O 12.8850 -21.3240 -4.6150
H 13.3190 -21.1250 -5.4390
H 12.0510 -21.9260 -4.7320
O 9.0100 -20.2790 -2.6670
H 8.9800 -19.9120 -3.4940
H 9.1420 -21.2210 -2.8330
O 9.2320 -27.0490 -4.5120
H 9.0880 -27.9840 -4.2570
H 9.0350 -27.0410 -5.4960
*
```

Properties
Frontier orbital gap (alpha / beta): 6.21 / 5.08 eV
Molecular weight: 536.211 u
Largest force on an atom: 8.5 eV/Å
HOMO energy (alpha / beta): -5.72 / -5.70 eV

=====

No. 2
Entry from the OMol25 dataset: an isolated ion of composition C6H9N2O2 and charge +1 in a non-equilibrium geometry (wB97M-V/def2-TZVPD).

ORCA input file:
```
! RIJCOSX wB97M-V def2-TZVPD def2/J DEFGRID3
* xyz 1 1
C -2.0509 0.6617 -0.3862
C -2.4758 -0.7974 0.0958
C 1.9041 -0.9412 0.2368
C 0.4161 -0.8031 -0.1623
C 2.5198 0.3980 -0.1555
C 0.2438 0.7220 -0.1387
N -2.6152 0.2209 0.9347
N -0.8490 1.3607 -0.3087
O -2.6484 -1.9302 -0.0975
O 1.3406 1.2439 0.0451
H -2.7970 1.2805 -0.8911
H 1.9995 -1.1552 1.2461
H 2.2813 -1.8058 -0.3589
H 0.2340 -1.0565 -1.2226
H -0.1713 -1.3961 0.4965
H 3.4408 0.7608 0.4231
H 2.6642 0.3741 -1.2107
H -2.6125 0.5030 1.9000
H -0.8244 2.3599 -0.4459
*
```

Properties
Frontier orbital gap: 10.47 eV
SMILES string: O=C1N[C@H]1/[NH+]=C1\CCCO1
Molecular weight: 141.150 u
Energy above the lowest of the compared OMol25 structures with the same formula, charge and spin: 299.97 kJ/mol
Largest force on an atom: 5.3 eV/Å
HOMO energy: -13.96 eV

=====

No. 3
Entry from the OMol25 dataset: C30H31N2O5PSn as an isolated structure in a non-equilibrium geometry (wB97M-V/def2-TZVPD).

ORCA input file:
```
! RIJCOSX wB97M-V def2-TZVPD def2/J DEFGRID3
* xyz 0 1
Sn 6.6027 -5.2648 15.3709
O 8.8518 -4.4021 17.3200
C 9.2317 -5.5022 18.1809
C 8.0859 -6.5759 17.9180
O 8.0185 -7.4240 18.8133
O 7.3326 -6.5879 16.8026
C 10.6187 -6.0510 17.9562
C 10.9791 -7.4196 17.8807
C 12.2836 -7.8718 17.9986
C 13.3806 -7.0490 18.1613
C 13.0858 -5.6774 18.1586
C 11.7915 -5.1988 18.1209
C 8.9849 -5.0397 19.6297
C 7.9373 -4.2357 19.9799
C 7.7665 -3.6628 21.2368
C 8.6768 -4.0284 22.2748
C 9.7298 -4.9069 21.9628
C 9.8344 -5.4298 20.6793
H 9.6013 -4.0030 16.9520
H 10.1940 -8.1757 17.7539
H 12.4126 -8.9711 18.0101
H 14.3925 -7.3590 18.2066
H 13.8798 -4.9342 18.3383
H 11.6989 -4.1113 18.2738
H 7.2835 -3.7461 19.2129
H 6.9628 -2.9977 21.5280
H 8.4856 -3.6461 23.3054
H 10.5367 -5.1860 22.6773
H 10.6195 -6.1516 20.3265
O 6.0042 -2.3638 18.3800
C 5.5703 -2.9653 17.3743
O 5.5508 -4.2435 17.2938
C 4.8881 -2.0936 16.2485
P 6.0857 -1.9331 14.7922
C 7.0919 -0.4532 15.1143
C 7.6210 0.2948 13.9927
C 8.3870 1.4112 14.1966
C 8.6754 1.8571 15.5034
C 8.2554 1.0929 16.5900
C 7.3778 0.0021 16.3810
C 5.1790 -1.3330 13.3651
C 4.5050 -0.0774 13.3753
C 3.7974 0.3039 12.2384
C 3.8459 -0.4228 11.0615
C 4.5820 -1.6366 11.0431
C 5.1472 -2.1457 12.2029
H 4.5254 -1.1246 16.6359
H 4.0337 -2.6101 15.8499
H 7.3858 -0.0757 13.0028
H 8.5964 1.9911 13.3089
H 9.3726 2.7049 15.7173
H 8.6078 1.2978 17.5874
H 6.9758 -0.4869 17.2260
H 4.7089 0.6279 14.1835
H 3.3097 1.2939 12.2925
H 3.4141 0.0086 10.1515
H 4.7701 -2.1187 10.0838
H 5.5383 -3.1586 12.1948
N 4.5058 -6.1105 16.1213
C 3.7104 -7.1262 15.3679
C 4.5667 -7.5183 14.1474
N 6.0008 -7.4300 14.3567
H 4.7524 -6.3823 17.1128
H 3.8391 -5.3440 16.2813
H 2.7503 -6.7072 15.0158
H 3.5285 -8.0242 15.9162
H 4.2737 -6.8881 13.2887
H 4.3843 -8.5715 13.8115
H 6.5041 -7.7059 13.4881
H 6.2692 -8.0970 15.0746
*
```

Properties
Frontier orbital gap: 7.58 eV
Molecular weight: 649.272 u
Energy above the lowest of the compared OMol25 structures with the same formula, charge and spin: 55.41 kJ/mol
Largest force on an atom: 3.7 eV/Å
HOMO energy: -7.70 eV